Density functional theory data (the ωB97M-V functional and the def2-TZVPD basis) for a gas-phase ion, C7H11BrN6 (charge +2).

```
25
Properties=species:S:1:pos:R:3
H -1.882 -0.013 3.216
C -0.986 -0.461 1.385
C -0.206 0.239 -3.178
C 0.517 1.171 0.142
N 0.413 0.855 -1.157
N -2.095 -0.576 2.369
N 1.704 -1.158 0.601
H -2.979 -0.196 1.991
C -0.625 0.293 -1.892
H -1.566 0.040 -1.451
Br -1.266 2.313 2.063
N 1.464 1.155 -1.972
C -0.525 0.783 1.108
C 1.122 0.788 -3.164
C 0.803 -2.021 0.666
N 1.521 1.922 0.509
H 2.200 2.169 -0.212
H 1.707 2.167 1.473
H -1.161 -2.454 0.950
H -2.248 -1.556 2.659
N -0.519 -1.668 0.949
H 1.792 0.918 -3.991
H 2.646 -1.494 0.438
H -0.734 -0.113 -4.041
H 0.904 -3.100 0.536
```

Calculated values
multiplicity: 1
structure (SMILES): [H]/N=C/N/C([NH3+])=C(/Br)C(=[NH2+])n1cccn1
energy: -86402.8696 eV
orbital gap: 8.64 eV
ΔE to the lowest compared entry with this formula, charge and spin: 0.00 kcal per mole
total charge: +2
lowest unoccupied orbital energy: -8.16 eV
HOMO level: -16.80 eV

=====

Density functional theory data (the ωB97M-V functional and the def2-TZVPD basis) for C19H20N4O3S in the gas phase.

```
47
Properties=species:S:1:pos:R:3
H 4.374 -0.595 -3.651
H -3.299 1.726 -2.410
H -0.542 -4.526 -1.978
H 1.119 -3.504 -3.470
H -0.367 -2.510 -3.497
H -1.216 0.553 -1.754
H -0.913 -0.612 3.111
C -0.207 -1.598 0.098
C -3.167 1.377 -1.398
O 0.831 -0.520 -2.341
H -2.329 -1.292 3.935
H -1.932 -1.835 2.290
H 1.481 4.609 3.683
H 4.271 -1.525 -1.320
H 0.768 -3.835 -0.972
C -2.010 0.718 -1.040
N 2.038 2.678 3.331
C -2.821 0.435 1.225
C -1.934 -0.978 2.969
C 1.791 1.561 2.682
C 1.241 3.715 3.123
H 3.060 0.524 -3.254
H -4.735 1.267 1.596
S -1.289 -2.653 -0.753
H 4.623 0.676 -2.444
C 0.730 1.406 1.780
C -0.092 2.509 1.556
C 3.904 -0.029 -2.849
H -0.450 4.553 2.097
C 1.286 -1.631 -2.462
H 2.935 -0.406 -0.949
C 3.437 -0.964 -1.744
O -2.807 0.037 2.524
C -4.149 1.590 -0.442
N 1.507 -0.783 1.061
C 0.168 3.681 2.246
C -1.820 0.263 0.263
H -5.056 2.115 -0.701
H -0.909 2.463 0.852
N -0.577 -0.360 0.532
C -3.977 1.123 0.843
H 2.456 0.730 2.871
N 1.032 -1.856 0.423
C 0.563 0.123 1.132
C -0.037 -3.611 -1.670
O 2.546 -1.969 -2.241
C 0.475 -2.844 -2.888
```

Calculated values
multiplicity: 1
structure (SMILES): CCOC(=O)CCSc1nnc(-c2cccnc2)n1-c1ccccc1OC
energy: -42965.5494 eV
orbital gap: 8.85 eV
ΔE to the lowest compared entry with this formula, charge and spin: 71.05 kcal per mole
lowest unoccupied orbital energy: 0.57 eV
HOMO level: -8.28 eV

=====

Density functional theory data (the ωB97M-V functional and the def2-TZVPD basis) for a molecular structure, C4H3N3.

```
10
Properties=species:S:1:pos:R:3
C 1.046 -0.510 -0.037
N -1.591 -1.112 -0.015
N -1.924 1.151 -0.007
C 1.291 0.794 -0.027
N -2.451 -0.088 -0.010
C -0.427 -0.505 -0.028
H -3.443 -0.250 0.060
C -0.651 0.895 -0.024
H 1.722 -1.347 -0.033
H 2.045 1.544 -0.015
```

Calculated values
multiplicity: 1
energy: -8661.3469 eV
orbital gap: 9.50 eV
ΔE to the lowest compared entry with this formula, charge and spin: 116.78 kcal per mole
lowest unoccupied orbital energy: 0.67 eV
HOMO level: -8.83 eV

=====

Density functional theory data (the ωB97M-V functional and the def2-TZVPD basis) for a molecular structure, C17H18N4O2OsS.

```
43
Properties=species:S:1:pos:R:3
C 0.368 -2.912 -0.130
H -2.332 -0.316 2.644
H -2.499 5.774 1.028
H 0.770 -4.671 5.063
C -2.503 -0.278 1.566
C 2.747 -2.423 -0.267
C -2.685 -0.181 -1.228
O 0.557 1.361 2.461
H -2.288 -2.288 -1.182
C -0.877 4.755 0.197
C -2.381 -1.446 0.816
H -2.947 1.971 -0.961
H 1.696 -3.380 5.893
C -0.160 1.027 -1.436
H -2.269 6.033 -0.698
N 0.007 -1.709 -3.577
C 0.070 -3.371 -5.599
N 0.592 -1.599 -0.092
H 2.288 -0.274 -0.157
N -0.145 3.847 0.151
H -2.658 -0.142 -2.318
Os -0.925 0.086 0.069
C -2.807 1.001 -0.477
C 1.944 -1.311 -0.173
C -2.719 0.950 0.922
H -0.920 -3.541 -6.041
H -1.127 6.833 0.464
C 0.749 -3.626 5.395
C 0.587 -2.750 4.245
H -2.105 -2.371 1.321
H -2.795 1.884 1.486
C -0.008 -2.457 -4.469
N 0.537 -2.032 3.330
H -0.080 -3.501 6.103
C 0.030 0.899 1.536
C -1.736 5.925 0.254
O 0.248 1.569 -2.376
H 0.738 -2.940 -6.356
H -0.618 -3.377 -0.086
H 0.474 -4.333 -5.260
C -2.482 -1.398 -0.583
S 1.802 -3.868 -0.263
H 3.827 -2.425 -0.339
```

Calculated values
<S²>: 6.03
multiplicity: 5
energy: -41226.4020 eV
orbital gap (spin up / spin down): 6.33 / 2.47 eV
ΔE to the lowest compared entry with this formula, charge and spin: 29.68 kcal per mole
total charge: +4
lowest unoccupied orbital energy (spin up / spin down): -13.14 / -19.05 eV
HOMO level (spin up / spin down): -19.47 / -21.51 eV

=====

> Look up the ΔE to the lowest compared entry with this formula, charge and spin of the fourth one.

29.68 kcal per mole